Density functional theory data (ωB97M-V with the def2-TZVPD basis set) for a molecular structure, C18H40OP2SiV.

Lowest unoccupied orbital energy (spin up / spin down) = 0.0304 / 0.1005 eV
Multiplicity = 4
Expectation value of S² = 4.10
ΔE to the lowest compared entry with this formula, charge and spin = 1011.87 kJ/mol

```
63
C18H40OP2SiV | the OMol25 dataset | ωB97M-V with the def2-TZVPD basis set
P 0.617 -2.437 0.186
P 0.552 2.380 1.137
C 0.633 -0.668 -0.493
C 1.163 0.712 0.072
H -0.454 -0.876 -0.944
H 1.220 -0.792 -1.453
H 1.909 0.495 0.888
H 1.774 1.123 -0.718
C -1.056 2.783 0.243
H -1.511 3.291 1.115
H -1.808 2.293 -0.241
H -0.809 3.609 -0.443
C 1.426 3.689 0.206
H 0.789 4.086 -0.631
H 2.439 3.491 -0.170
H 1.434 4.527 0.964
C -0.730 -3.448 -0.564
H -0.815 -4.323 0.108
H -0.587 -3.873 -1.587
H -1.740 -2.950 -0.578
C 2.290 -2.650 -0.434
H 2.681 -1.641 -0.688
H 2.384 -3.294 -1.296
H 2.782 -3.049 0.411
V -1.218 0.390 -0.408
C 0.128 1.409 -2.689
C -1.220 1.224 -2.417
C -2.135 0.760 -3.559
C -1.711 -0.577 -4.139
C -0.964 -1.377 -3.120
C 0.416 -1.422 -3.052
C 1.287 -0.528 -3.876
C 0.811 0.958 -3.907
C 0.523 -2.514 1.949
H 0.679 2.095 -2.058
H -1.749 1.930 -1.789
H -2.181 1.569 -4.308
H -3.154 0.711 -3.168
H -2.608 -1.119 -4.477
H -1.058 -0.407 -5.000
H -1.584 -2.051 -2.532
H 0.880 -2.370 -2.737
H 1.418 -0.909 -4.909
H 2.308 -0.553 -3.481
H 1.696 1.597 -4.059
H 0.213 1.118 -4.815
H 1.201 -1.795 2.389
H 0.824 -3.545 2.275
H -0.495 -2.317 2.325
C 1.054 -0.073 4.466
Si -0.750 0.328 4.007
C -1.574 -0.809 5.243
C -0.866 2.063 4.819
O -1.219 0.159 2.509
H 1.195 0.064 5.542
H 1.778 0.571 3.972
H 1.316 -1.112 4.277
H -1.312 -0.557 6.262
H -2.640 -0.801 5.189
H -1.233 -1.825 5.126
H -0.105 2.761 4.452
H -1.854 2.533 4.718
H -0.680 1.941 5.891
```